(1)
{"formula": "C36H76N2O18P2S6", "method": "wB97M-V/def2-TZVPD", "homo_ev": -8.989, "orbital_gap_ev": 8.9, "lumo_energy_ev": -0.1, "energy_ha": -5952.73640, "elements": ["C", "S", "O", "C", "H", "H", "H", "H", "H", "H", "C", "S", "O", "C", "H", "H", "H", "H", "H", "H", "C", "S", "O", "C", "H", "H", "H", "H", "H", "H", "C", "S", "O", "C", "H", "H", "H", "H", "H", "H", "C", "S", "O", "C", "H", "H", "H", "H", "H", "H", "C", "S", "O", "C", "H", "H", "H", "H", "H", "H", "C", "C", "C", "C", "C", "C", "N", "O", "O", "H", "H", "H", "H", "H", "C", "C", "C", "C", "C", "C", "N", "O", "O", "H", "H", "H", "H", "H", "C", "C", "O", "P", "O", "O", "C", "C", "O", "C", "C", "H", "H", "H", "H", "H", "H", "H", "H", "H", "H", "H", "H", "H", "H", "H", "C", "C", "O", "P", "O", "O", "C", "C", "O", "C", "C", "H", "H", "H", "H", "H", "H", "H", "H", "H", "H", "H", "H", "H", "H", "H"], "positions_angstrom": [[3.8043, -4.9985, -5.6055], [3.7705, -3.2001, -5.1997], [2.3656, -2.7196, -5.6262], [3.7806, -3.2821, -3.3994], [4.6924, -5.5173, -5.4419], [3.6673, -5.0826, -6.7036], [2.9129, -5.5205, -5.2888], [4.8109, -3.3464, -3.1568], [3.1665, -4.0827, -2.9385], [3.4427, -2.3186, -3.0756], [0.0696, -0.0868, 5.9265], [-1.3812, -1.0213, 6.5661], [-0.7667, -1.7286, 7.7659], [-2.2220, 0.4206, 7.1539], [-0.3112, 0.4166, 5.0266], [0.8819, -0.6546, 5.5562], [0.4167, 0.4492, 6.8001], [-2.9852, 0.0291, 7.7968], [-2.7692, 0.8881, 6.2842], [-1.6544, 1.1985, 7.6159], [0.8589, 3.8248, 3.3340], [-0.3834, 3.0312, 2.2442], [-0.7367, 1.7107, 2.8567], [-1.6870, 4.1801, 2.7338], [0.3193, 4.0344, 4.2698], [1.3738, 4.7276, 2.8891], [1.6034, 3.0256, 3.4507], [-1.4479, 5.2578, 2.5843], [-1.9409, 3.9259, 3.7639], [-2.5690, 4.0191, 2.0994], [0.4841, -0.1748, -0.6060], [1.5099, -1.2230, -1.5469], [1.6539, -2.5314, -0.7503], [0.3110, -1.4455, -2.7891], [0.9598, 0.0824, 0.3399], [-0.5099, -0.5799, -0.5217], [0.2759, 0.7588, -1.1761], [0.5793, -2.2289, -3.5424], [0.1433, -0.5206, -3.3541], [-0.6158, -1.7486, -2.3598], [3.0462, -1.2936, 2.0072], [3.9090, 0.3068, 2.2161], [3.1053, 1.4649, 1.6362], [3.6693, 0.5880, 3.9749], [3.5930, -2.1846, 2.2127], [2.8166, -1.2603, 0.9915], [2.1280, -1.1014, 2.5534], [4.1282, -0.2805, 4.3531], [2.6146, 0.5195, 4.2582], [4.1414, 1.4995, 4.3114], [3.0418, -3.4046, 7.5215], [3.7586, -1.7801, 8.0630], [3.6491, -0.8030, 6.9390], [2.4521, -1.4659, 9.2221], [3.0974, -4.1636, 8.3333], [3.6943, -3.7050, 6.6574], [2.0407, -3.2491, 7.2412], [2.7238, -0.5323, 9.7083], [2.4410, -2.3823, 9.9232], [1.4784, -1.3944, 8.7811], [-1.0265, -2.7745, 2.4442], [-2.3445, -3.0463, 2.6936], [-2.9451, -4.2223, 2.2433], [-2.1289, -5.1209, 1.5615], [-0.7866, -4.9322, 1.2983], [-0.2637, -3.7561, 1.7547], [-2.7122, -6.3546, 1.0270], [-3.8851, -6.5692, 1.0846], [-1.9265, -7.1344, 0.5361], [-0.6294, -1.8187, 2.7547], [-2.8726, -2.3051, 3.2998], [-3.8955, -4.5970, 2.5485], [-0.2043, -5.6220, 0.6939], [0.7633, -3.5808, 1.6376], [-3.2276, -3.8840, -1.9430], [-2.9988, -3.0188, -0.8574], [-3.9873, -2.1713, -0.3434], [-5.1723, -2.2467, -1.0183], [-5.4573, -3.0901, -2.0880], [-4.4788, -3.9617, -2.5683], [-6.3175, -1.3330, -0.5058], [-6.1528, -0.7920, 0.5681], [-7.2788, -1.2210, -1.2245], [-2.3834, -4.5664, -2.3036], [-2.0135, -2.9699, -0.4914], [-3.7558, -1.4706, 0.3942], [-6.3947, -3.1726, -2.5535], [-4.5807, -4.5847, -3.4074], [-5.2414, 2.7863, 0.1701], [-4.9236, 3.1966, -1.1857], [-3.5061, 2.9681, -1.4663], [-3.0965, 1.6053, -2.2188], [-3.5738, 0.4001, -1.5350], [-1.5347, 1.7644, -2.3053], [-0.7624, 3.0387, -2.3708], [-1.2459, 4.0516, -3.3559], [-3.7099, 1.7679, -3.6350], [-4.6764, 0.8651, -4.3677], [-3.7620, -0.1806, -5.0693], [-6.0619, 3.3413, 0.5774], [-5.4595, 1.7298, 0.3004], [-4.4707, 2.9938, 0.9199], [-5.4502, 2.5824, -1.9431], [-5.1700, 4.2190, -1.4302], [-0.7379, 3.3886, -1.3492], [0.2495, 2.7449, -2.6499], [-2.1461, 4.5801, -3.1688], [-0.4917, 4.8408, -3.3465], [-1.3020, 3.5912, -4.3585], [-5.4423, 0.4353, -3.7116], [-5.2464, 1.6153, -4.9507], [-4.1882, -1.0997, -5.0247], [-3.6247, 0.1273, -6.1140], [-2.8199, -0.3428, -4.4820], [4.7473, 0.4973, -2.7668], [3.6648, 0.8871, -3.8654], [2.7353, 1.7893, -3.2599], [3.0441, 3.3638, -3.2283], [4.5059, 3.6534, -3.3363], [2.1786, 4.0587, -4.3854], [2.7565, 4.9140, -5.3443], [3.1960, 4.2090, -6.5794], [2.1920, 3.7276, -1.9733], [2.7274, 3.3400, -0.6248], [3.8310, 4.3113, -0.1635], [5.4678, 1.2767, -2.5787], [4.1258, 0.3513, -1.8857], [5.2995, -0.4163, -3.0248], [4.1003, 1.3070, -4.8382], [3.0700, 0.0304, -4.2349], [1.9428, 5.5834, -5.6499], [3.4964, 5.4998, -4.8739], [2.5031, 3.4142, -6.8864], [3.2213, 5.0083, -7.3658], [4.1577, 3.6725, -6.4884], [1.8910, 3.3876, 0.0000], [3.0223, 2.3242, -0.7642], [4.0145, 3.9941, 0.8697], [4.7524, 4.4267, -0.7140], [3.4047, 5.3493, -0.0824]]}

=====

(2)
{"formula": "C36H77N3O19P5", "method": "wB97M-V/def2-TZVPD", "homo_ev": -11.096, "orbital_gap_ev": 6.2, "lumo_energy_ev": -4.9, "energy_ha": -4718.31381, "charge": 1, "elements": ["C", "C", "C", "C", "C", "C", "C", "C", "N", "C", "P", "O", "O", "O", "N", "C", "C", "C", "N", "H", "H", "H", "H", "H", "H", "H", "H", "H", "H", "H", "H", "H", "H", "H", "H", "H", "O", "P", "O", "C", "C", "O", "C", "C", "O", "C", "C", "H", "H", "H", "H", "H", "H", "H", "H", "H", "H", "H", "H", "H", "H", "H", "O", "P", "O", "C", "C", "O", "C", "C", "O", "C", "C", "H", "H", "H", "H", "H", "H", "H", "H", "H", "H", "H", "H", "H", "H", "H", "O", "P", "O", "C", "C", "O", "C", "C", "O", "C", "C", "H", "H", "H", "H", "H", "H", "H", "H", "H", "H", "H", "H", "H", "H", "H", "O", "P", "O", "C", "C", "O", "C", "C", "O", "C", "C", "H", "H", "H", "H", "H", "H", "H", "H", "H", "H", "H", "H", "H", "H", "H"], "positions_angstrom": [[1.2553, -1.7303, 3.8847], [1.4619, -0.8786, 3.0712], [2.0356, 0.2132, 2.3586], [3.2912, 0.1123, 1.7438], [4.0908, -1.1670, 1.7870], [5.2701, -1.0423, 2.7394], [5.3647, -1.8021, 3.8257], [3.7839, 1.2572, 1.1006], [3.0492, 2.3557, 1.1049], [3.6201, 3.5620, 0.4416], [5.4022, 3.8957, 0.8330], [5.5722, 5.3397, 0.8865], [5.8687, 3.2572, 2.2272], [6.2889, 3.2613, -0.3590], [1.8550, 2.5126, 1.6229], [1.3504, 1.4639, 2.2385], [-0.0331, 1.6157, 2.8416], [-0.9274, 2.2661, 1.7542], [-2.3442, 2.1718, 2.1061], [1.0726, -2.4819, 4.6235], [4.4511, -1.4100, 0.7792], [3.4635, -2.0000, 2.1078], [6.0437, -0.2941, 2.5576], [4.4572, -2.2258, 4.2560], [6.3090, -2.0420, 4.3038], [4.7581, 1.1803, 0.6278], [3.4662, 3.5239, -0.6417], [3.0711, 4.4337, 0.8048], [5.1270, 2.9653, 2.7753], [5.6962, 3.2085, -1.1223], [-0.4250, 0.6307, 3.0929], [0.0014, 2.3106, 3.6848], [-0.6676, 3.3258, 1.6236], [-0.7820, 1.7972, 0.7735], [-2.9284, 2.2695, 1.2798], [-2.5984, 2.9785, 2.6679], [-4.2928, 2.5534, -1.4311], [-4.5414, 2.1495, -2.8492], [-4.8779, 3.5776, -3.5831], [-3.9710, 4.6678, -3.4351], [-2.7649, 4.5260, -4.3483], [-6.0470, 1.5060, -2.6867], [-6.4979, 0.9945, -1.4319], [-7.4027, 1.9987, -0.7456], [-4.2995, 1.3047, -4.2055], [-5.2370, 1.3516, -5.3040], [-4.6997, 2.2002, -6.4377], [-3.6508, 4.7628, -2.3952], [-4.5205, 5.5755, -3.6854], [-2.2804, 3.5547, -4.2165], [-2.0370, 5.3129, -4.1447], [-3.0600, 4.6001, -5.3946], [-5.6555, 0.7212, -0.7972], [-7.0562, 0.0785, -1.6345], [-6.9515, 2.9905, -0.7174], [-7.6283, 1.6859, 0.2755], [-8.3418, 2.0950, -1.2926], [-6.2185, 1.7054, -5.0028], [-5.3483, 0.3228, -5.6485], [-4.8382, 3.2609, -6.2317], [-5.2347, 1.9739, -7.3611], [-3.6332, 2.0290, -6.5878], [9.1851, 3.7485, 5.3691], [10.1186, 2.8582, 4.6218], [11.5633, 3.6109, 4.7884], [12.0176, 3.9629, 6.0971], [12.5966, 2.7675, 6.8333], [9.7071, 3.2802, 3.0824], [8.4168, 3.8214, 2.7882], [8.4978, 5.3288, 2.6448], [10.7175, 1.4448, 4.0960], [11.6924, 1.3873, 3.0382], [13.0752, 1.0909, 3.5814], [11.2080, 4.4099, 6.6769], [12.7835, 4.7285, 5.9726], [11.8939, 1.9300, 6.8436], [12.8398, 3.0341, 7.8624], [13.5086, 2.4183, 6.3492], [7.6946, 3.5340, 3.5447], [8.0930, 3.3798, 1.8476], [9.0206, 5.7803, 3.4876], [7.5038, 5.7695, 2.5704], [9.0590, 5.5917, 1.7465], [11.7067, 2.2939, 2.4400], [11.3791, 0.5698, 2.3874], [13.5322, 1.9882, 3.9958], [13.7246, 0.7328, 2.7810], [13.0358, 0.3429, 4.3736], [-5.9994, -2.0766, -7.4098], [-5.4794, -3.4000, -7.9024], [-6.6663, -3.7591, -8.9904], [-6.9321, -2.8513, -10.0581], [-5.9157, -2.9871, -11.1788], [-6.0082, -4.2589, -6.5853], [-6.1095, -3.6516, -5.2965], [-7.5471, -3.2747, -4.9956], [-4.5641, -4.6901, -8.3006], [-5.1170, -6.0163, -8.3949], [-5.2821, -6.4409, -9.8399], [-6.9574, -1.8231, -9.6912], [-7.9299, -3.0827, -10.4323], [-4.8938, -2.9027, -10.7991], [-6.0742, -2.2165, -11.9342], [-6.0008, -3.9597, -11.6637], [-5.4506, -2.7871, -5.2182], [-5.7614, -4.3867, -4.5674], [-7.9931, -2.7112, -5.8148], [-7.6109, -2.6780, -4.0836], [-8.1526, -4.1732, -4.8639], [-6.0583, -6.1103, -7.8627], [-4.3970, -6.6745, -7.9069], [-6.1791, -6.0032, -10.2755], [-5.3833, -7.5257, -9.9034], [-4.4316, -6.1236, -10.4440], [-1.9788, -2.8835, 3.2858], [-2.6980, -2.8828, 4.5953], [-3.6141, -4.2388, 4.5165], [-2.9921, -5.4827, 4.1923], [-2.2739, -6.0823, 5.3889], [-3.8157, -1.7167, 4.2881], [-3.5875, -0.7070, 3.2998], [-4.3248, -1.0338, 2.0206], [-2.8586, -2.6503, 6.1895], [-4.1486, -2.6888, 6.8332], [-4.3394, -3.9784, 7.6044], [-2.3003, -5.3597, 3.3566], [-3.7816, -6.1559, 3.8583], [-1.5765, -5.3660, 5.8324], [-1.7207, -6.9750, 5.0945], [-2.9837, -6.3647, 6.1659], [-2.5233, -0.5743, 3.1153], [-3.9626, 0.2338, 3.7029], [-4.1402, -2.0561, 1.6900], [-4.0316, -0.3469, 1.2242], [-5.4016, -0.9451, 2.1763], [-4.9643, -2.5426, 6.1312], [-4.1598, -1.8488, 7.5281], [-4.6135, -4.7952, 6.9382], [-5.1446, -3.8653, 8.3316], [-3.4249, -4.2667, 8.1235]]}

=====

(3)
{"formula": "C36H78F7IN4O12PS7", "method": "wB97M-V/def2-TZVPD", "homo_ev": -9.544, "orbital_gap_ev": 5.9, "lumo_energy_ev": -3.6, "energy_ha": -6665.36964, "charge": 1, "elements": ["C", "O", "C", "C", "C", "C", "C", "C", "C", "C", "C", "C", "C", "C", "C", "C", "N", "C", "C", "O", "N", "C", "N", "N", "C", "C", "O", "I", "C", "P", "O", "S", "O", "O", "C", "F", "F", "C", "F", "F", "C", "F", "F", "F", "H", "H", "H", "H", "H", "H", "H", "H", "H", "H", "H", "H", "H", "H", "H", "H", "H", "H", "H", "H", "H", "H", "H", "H", "H", "H", "H", "H", "H", "H", "H", "H", "H", "H", "H", "H", "H", "H", "H", "H", "H", "H", "C", "S", "O", "C", "H", "H", "H", "H", "H", "H", "C", "S", "O", "C", "H", "H", "H", "H", "H", "H", "C", "S", "O", "C", "H", "H", "H", "H", "H", "H", "C", "S", "O", "C", "H", "H", "H", "H", "H", "H", "C", "S", "O", "C", "H", "H", "H", "H", "H", "H", "C", "S", "O", "C", "H", "H", "H", "H", "H", "H"], "positions_angstrom": [[-2.1077, -1.8808, 7.6899], [-2.7040, -2.5887, 6.6306], [-2.3481, -2.1146, 5.3265], [-3.5836, -1.6515, 4.5890], [-3.3930, -1.5628, 3.0679], [-4.1348, -0.3490, 2.5049], [-4.3901, -0.3803, 1.0091], [-5.1598, 0.8560, 0.5275], [-4.2935, 2.0894, 0.2906], [-3.7629, 2.2165, -1.1387], [-2.8424, 3.4372, -1.3295], [-1.4058, 3.1252, -1.7895], [-0.3886, 3.2307, -0.6382], [0.9964, 2.7123, -1.0220], [1.1447, 1.1897, -1.1724], [2.3260, 0.8895, -2.1261], [1.8165, 1.1476, -3.4635], [3.6190, 1.6708, -1.8786], [4.7076, 1.4274, -2.9441], [5.8187, 0.6936, -2.4300], [2.6698, -0.5742, -2.0553], [2.8377, -1.1044, -0.8524], [3.9321, -1.8349, -0.4818], [1.8465, -0.9286, 0.0860], [1.3410, -2.1661, 0.6801], [0.6479, -3.1825, -0.2368], [0.6013, -4.3165, 0.0549], [-0.1173, -2.5374, -2.1245], [1.1122, 0.3486, 0.1673], [-0.7178, 0.1593, 0.6650], [-0.9805, 0.5956, 2.0464], [1.9897, 1.2906, 1.5115], [3.3219, 1.5221, 1.0131], [1.2292, 2.3886, 2.0074], [2.2857, 0.1091, 2.9236], [1.1456, -0.4856, 3.2830], [3.1544, -0.8459, 2.5344], [2.8442, 0.8252, 4.1959], [3.0566, -0.1885, 5.0597], [1.9184, 1.6375, 4.6871], [4.1900, 1.5924, 4.0585], [3.9819, 2.7880, 3.5511], [4.7208, 1.7181, 5.2565], [5.0288, 0.9216, 3.2838], [-1.0127, -1.9387, 7.6485], [-2.4326, -2.3394, 8.6230], [-2.4149, -0.8312, 7.6950], [-1.5989, -1.3259, 5.4495], [-1.8768, -2.9666, 4.8239], [-3.8840, -0.6733, 4.9670], [-4.3671, -2.3765, 4.8149], [-3.8010, -2.4625, 2.5949], [-2.3321, -1.5246, 2.7937], [-3.5617, 0.5450, 2.7745], [-5.0937, -0.2801, 3.0261], [-3.4579, -0.4917, 0.4370], [-4.9853, -1.2687, 0.7773], [-5.7290, 0.6054, -0.3708], [-5.8952, 1.0960, 1.2991], [-4.9182, 2.9733, 0.4541], [-3.4828, 2.1543, 1.0245], [-3.3003, 1.2847, -1.4798], [-4.6423, 2.3577, -1.7720], [-3.2986, 4.1390, -2.0251], [-2.7740, 3.9558, -0.3687], [-1.3654, 2.1333, -2.2448], [-1.1076, 3.8793, -2.5181], [-0.7775, 2.8036, 0.2874], [-0.2708, 4.2972, -0.4327], [1.7525, 3.1353, -0.3642], [1.1982, 3.1306, -2.0114], [0.2627, 0.8521, -1.7185], [2.0673, 2.0705, -3.7932], [2.1481, 0.4716, -4.1371], [3.4002, 2.7349, -1.8296], [4.0739, 1.4268, -0.9232], [5.0459, 2.3748, -3.3664], [4.3361, 0.8272, -3.7723], [6.1391, 1.1310, -1.6343], [3.4473, -0.7971, -2.6807], [4.2182, -2.7058, -0.8940], [4.5285, -1.4210, 0.2184], [2.1862, -2.7390, 1.0646], [0.7032, -1.9755, 1.5393], [-1.3990, 0.8706, -0.3220], [-1.0337, -1.1847, 0.4257], [0.9228, 4.2511, -7.1557], [2.0043, 2.8319, -7.1498], [2.5001, 2.6567, -5.7479], [3.3366, 3.5979, -8.0700], [0.0316, 3.9974, -6.5844], [1.4314, 5.0986, -6.6978], [0.6494, 4.4935, -8.1814], [3.6761, 4.4861, -7.5376], [2.9744, 3.8600, -9.0638], [4.1475, 2.8768, -8.1475], [0.8786, -6.6681, 2.3991], [0.2364, -8.2371, 1.7982], [-0.3636, -8.9128, 2.9745], [1.8328, -9.0084, 1.5123], [0.0311, -6.0485, 2.6866], [1.5114, -6.8597, 3.2664], [1.4427, -6.1738, 1.6101], [2.4045, -9.0140, 2.4402], [2.3645, -8.4623, 0.7328], [1.6484, -10.0289, 1.1851], [-3.2460, -5.9084, 6.5966], [-3.2429, -5.6129, 4.8297], [-4.6556, -5.4065, 4.4131], [-2.7784, -7.2717, 4.3365], [-3.5506, -4.9803, 7.0752], [-3.9512, -6.7078, 6.8245], [-2.2394, -6.1756, 6.9184], [-3.5135, -7.9920, 4.6947], [-1.7897, -7.5095, 4.7265], [-2.7475, -7.2905, 3.2498], [-5.2503, 2.5502, 8.2629], [-5.0061, 1.9584, 6.5865], [-4.2173, 0.7001, 6.6865], [-3.8563, 3.2445, 6.0881], [-5.9104, 1.8469, 8.7654], [-4.2897, 2.5901, 8.7758], [-5.7154, 3.5354, 8.2347], [-2.9927, 3.2351, 6.7528], [-4.3584, 4.2114, 6.1202], [-3.5426, 3.0268, 5.0691], [3.8161, -4.2778, -5.8819], [3.1065, -2.6409, -5.7374], [3.3457, -2.2115, -4.3194], [1.3881, -3.1493, -5.7933], [4.8966, -4.1773, -5.8089], [3.4439, -4.9085, -5.0750], [3.5506, -4.6949, -6.8526], [1.2192, -3.8418, -4.9682], [1.1490, -3.6223, -6.7446], [0.7757, -2.2585, -5.6625], [1.5268, 8.6384, -7.9917], [1.0528, 7.9486, -9.5798], [0.6801, 6.5268, -9.3361], [2.7021, 7.9361, -10.2863], [0.6327, 8.6872, -7.3742], [2.2706, 7.9941, -7.5224], [1.9256, 9.6416, -8.1386], [3.3626, 7.3396, -9.6568], [3.0677, 8.9593, -10.3676], [2.6319, 7.4930, -11.2770]]}